Record 1
Here is a molecular structure, C39H38Br5N5O3PSTa in a non-equilibrium geometry from OMol25. Energies are from wB97M-V/def2-TZVPD.

The geometry in ORCA input format:
```
! RIJCOSX wB97M-V def2-TZVPD def2/J DEFGRID3
* xyz 2 1
Ta -0.112 -0.860 0.021
Br -0.930 -7.748 1.075
Br 1.510 -5.518 1.457
Br -3.775 -6.813 -0.313
Br -4.124 -3.644 -1.318
Br 4.469 0.060 -7.739
S 2.043 -0.395 1.459
P -1.839 0.082 1.872
O -0.827 0.382 -1.113
O -1.583 -2.022 -0.541
O 0.505 -2.700 0.483
N 3.254 -2.794 0.690
N 0.427 4.571 -4.526
N 4.530 -1.401 1.709
N 1.336 4.698 -5.363
N 1.557 1.125 -1.192
C -2.575 -4.258 -0.461
C 1.377 2.323 -6.213
C 0.724 1.796 -2.037
C 4.054 2.726 -6.880
C -1.915 2.327 3.581
C 5.298 -2.518 1.408
C -1.590 -0.881 3.388
C 1.987 3.550 -5.968
C -0.606 1.366 -2.045
C 3.301 3.766 -6.353
C 2.476 3.249 -2.763
C -1.552 -3.357 -0.240
C -3.644 -0.111 1.376
C -1.134 2.922 -3.754
C -3.826 0.183 -0.123
C -2.393 -5.582 -0.059
C 3.278 -1.594 1.266
C 3.454 1.492 -7.069
C -2.285 -1.480 5.626
C -1.179 -5.981 0.525
C -0.423 -2.609 4.618
C -0.582 -1.839 3.473
C 0.153 3.395 -3.770
C -1.375 1.862 2.224
C -1.526 1.872 -2.896
C -0.366 -3.744 0.338
C -1.874 2.782 1.100
C 4.496 -3.393 0.774
C 1.128 2.839 -2.879
C -2.442 -0.711 4.487
C 2.813 1.502 -1.159
C 3.314 2.575 -1.920
C -1.276 -2.433 5.694
C -4.035 -1.564 1.677
C 2.111 1.294 -6.778
C 4.998 -0.223 2.444
C -0.148 -5.057 0.703
C -4.580 0.823 2.154
C 0.147 1.927 2.261
H -2.541 1.497 -2.904
H -1.487 1.757 4.405
H 2.393 -3.236 0.394
H -1.622 3.372 3.713
H -3.333 -2.285 1.261
H -2.950 2.935 1.123
H 0.584 1.741 1.272
H -2.999 2.283 3.646
H -4.590 0.634 3.224
H -1.599 2.420 0.110
H -4.382 1.877 1.981
H 2.845 4.092 -3.330
H 3.734 4.747 -6.200
H 3.460 0.954 -0.483
H -1.404 3.760 1.230
H 0.096 -2.008 2.651
H -1.159 -3.036 6.585
H 0.330 2.176 -6.004
H 4.697 0.681 1.921
H -1.852 3.353 -4.439
H -5.590 0.623 1.788
H -4.112 -1.750 2.746
H 0.570 1.233 2.987
H 1.646 0.343 -6.998
H -4.874 -0.005 -0.368
H 6.081 -0.267 2.505
H 6.338 -2.580 1.676
H 5.091 2.873 -7.145
H -3.226 -0.462 -0.756
H 4.576 -0.215 3.447
H -3.231 0.025 4.467
H 4.354 2.856 -1.828
H 0.367 -3.348 4.661
H -2.956 -1.337 6.463
H 4.693 -4.372 0.375
H -3.614 1.226 -0.360
H -5.009 -1.754 1.225
H 0.451 2.936 2.550
*
```

The energy is -15674.67377 Eh. Its relative energy (zero: lowest compared OMol25 entry of this formula, charge and spin) is 34.1 kcal/mol. As for the HOMO-LUMO gap: 5.6670 eV.

These are the Löwdin partial charges, in e, on atoms 1 to 5: 1.73 0.81 0.87 0.81 0.87

Record 2
Here is a molecular structure, C39H38BrMnN4OSi from OMol25. Energies are from wB97M-V/def2-TZVPD.

The geometry in ORCA input format:
```
! RIJCOSX wB97M-V def2-TZVPD def2/J DEFGRID3
* xyz 1 4
Br -2.776 -3.484 -4.606
Mn -0.042 0.004 0.291
Si -3.320 0.862 0.783
O -1.697 0.531 0.799
N -0.565 2.590 2.422
N 1.188 1.769 1.135
N 5.753 -2.861 -0.129
N 1.678 -0.486 -0.792
C -4.310 -1.445 -0.568
C 1.593 3.512 2.766
C 2.915 0.002 -2.778
C -1.627 -3.323 -2.015
C -2.022 -2.593 -3.123
C -5.128 -2.123 -1.456
C -5.159 0.004 4.977
C 2.511 1.870 0.833
C -5.993 -0.029 -2.252
C -1.065 -2.670 -0.922
C 0.290 -1.504 1.676
C -3.918 3.608 1.411
C 4.905 -2.226 -0.569
C 1.268 -1.110 2.777
C -2.962 3.227 -0.752
C -3.452 5.468 -0.041
C 1.938 -2.394 3.290
C -4.032 0.479 2.459
C 0.731 2.615 2.090
C 1.794 0.125 -1.981
C -5.960 0.432 3.926
C -3.802 -0.196 4.776
C 0.588 -0.368 3.922
C 3.398 2.706 1.444
C -5.401 0.663 2.678
C 2.687 -1.246 -0.368
C -1.354 -0.572 -2.045
C 3.968 -0.780 -2.338
C 3.848 -1.415 -1.107
C 2.918 3.548 2.456
C -4.305 -0.048 -0.510
C -2.970 4.590 -1.004
C -5.968 -1.414 -2.306
C -5.171 0.647 -1.359
C -0.909 -1.296 -0.941
C -1.900 -1.213 -3.147
C -3.248 0.043 3.525
C -3.928 4.976 1.165
C -3.432 2.709 0.459
H -2.258 -0.645 -3.994
H -3.178 -0.537 5.592
H -2.187 -0.110 3.375
H -3.677 -2.015 0.102
H -5.203 1.729 -1.330
H -0.953 3.327 2.983
H 1.327 0.030 4.616
H -0.705 -1.749 2.049
H -3.465 6.532 -0.236
H 2.955 0.512 -3.730
H -0.766 -3.264 -0.068
H -5.596 -0.176 5.951
H 0.659 -2.328 1.065
H -7.021 0.581 4.079
H 2.602 -2.161 4.122
H -2.609 4.971 -1.951
H -6.658 0.527 -2.900
H -1.339 0.517 -2.052
H 0.961 0.734 -2.305
H -1.755 -4.396 -1.996
H 3.586 4.220 2.977
H -2.592 2.553 -1.518
H 1.187 -3.102 3.644
H -4.316 5.656 1.912
H 2.869 1.243 0.034
H -0.022 0.462 3.566
H 2.530 -2.892 2.519
H 2.057 -0.465 2.372
H 1.173 4.154 3.527
H -5.114 -3.205 -1.488
H -6.041 0.983 1.862
H -1.196 2.022 1.877
H 4.866 -0.900 -2.930
H -4.294 3.236 2.357
H 2.579 -1.730 0.591
H 4.433 2.712 1.138
H -0.060 -1.051 4.477
H -6.607 -1.942 -3.001
*
```

The energy is -5817.56871 Eh. Its relative energy (zero: lowest compared OMol25 entry of this formula, charge and spin) is 20.3 kcal/mol. Its expectation value of S² is 4.16. As for the HOMO-LUMO gap (spin up / spin down): 7.1179 / 7.3890 eV.

These are the Löwdin partial charges, in e, on atoms 1 to 5: 0.78 0.85 0.54 -0.39 0.18

Record 3
Here is a molecular structure, C39H38F10FeN8OPS2 from OMol25. Energies are from wB97M-V/def2-TZVPD.

The geometry in ORCA input format:
```
! RIJCOSX wB97M-V def2-TZVPD def2/J DEFGRID3
* xyz -1 5
Fe 0.939 0.772 1.112
S -1.070 -3.365 2.577
S -0.584 -0.500 2.721
P -2.291 -0.141 0.087
F 1.202 2.975 -5.468
F 3.294 -1.899 1.056
F 7.744 -0.468 0.680
F -0.992 0.609 -2.088
F 7.197 1.599 2.391
F 1.465 4.594 -1.109
F -0.333 0.865 -4.597
F 5.717 -2.196 0.043
F 2.015 4.811 -3.617
F 4.794 2.021 3.342
O 2.578 1.257 -0.107
N -4.856 0.334 -1.068
N -4.790 -1.329 0.706
N -0.250 2.341 -0.077
N 0.258 -2.143 0.685
N 1.150 2.600 2.405
N 0.915 -1.067 0.090
N 2.547 0.226 2.605
N -4.584 1.046 1.242
C -0.187 3.151 2.240
C -3.818 -4.366 -0.886
C 0.145 2.574 -1.370
C -3.336 -1.591 0.619
C -0.220 1.670 -2.396
C 1.259 3.770 -3.235
C -3.403 0.295 -1.362
C -1.099 -4.808 -1.144
C -0.730 -4.623 1.331
C 4.207 -0.964 1.361
C -5.175 1.351 -0.134
C 3.529 -0.043 -3.896
C 6.503 -0.289 1.176
C 2.237 -0.401 -1.836
C 2.834 0.780 -1.264
C 2.198 3.521 1.979
C 5.466 -1.145 0.842
C -3.004 -4.375 0.237
C -0.307 -1.947 1.815
C -1.634 -4.595 0.124
C 6.220 0.738 2.046
C 0.116 1.779 -3.727
C -5.080 -0.340 1.678
C -3.080 1.107 1.220
C 1.361 2.128 3.781
C -0.490 3.497 0.784
C 2.262 0.858 3.881
C -3.274 -4.574 -2.147
C 4.122 1.098 -3.333
C 2.627 -0.757 -3.147
C 0.867 2.844 -4.175
C 3.835 0.105 2.222
C 1.312 -1.289 -1.128
C 3.790 1.483 -2.066
C -1.910 -4.796 -2.271
C -5.349 -0.953 -0.586
C 4.944 0.924 2.547
C 0.917 3.641 -1.900
C 0.831 -2.526 -1.855
H -0.362 4.033 2.883
H -6.438 -0.894 -0.495
H 1.775 2.944 4.392
H 4.842 1.677 -3.901
H -0.877 2.372 2.576
H -4.936 1.733 1.907
H -3.101 1.268 -1.753
H 0.380 1.893 4.195
H -4.584 -0.563 2.622
H -0.813 -5.582 1.851
H 1.700 0.142 4.496
H -4.770 2.315 -0.442
H -2.721 0.930 2.233
H -4.881 -4.190 -0.776
H 0.467 -2.255 -2.845
H 2.212 3.607 0.896
H -3.427 -4.188 1.217
H -1.553 3.816 0.754
H -2.986 -1.949 1.589
H 2.051 4.514 2.435
H -6.256 1.420 0.010
H 4.232 2.359 -1.607
H -3.173 -2.405 -0.091
H -0.031 -4.958 -1.247
H 2.200 -1.637 -3.603
H 3.160 3.129 2.291
H 0.067 4.389 0.518
H -5.096 -1.722 -1.313
H 3.160 1.096 4.450
H 3.780 -0.364 -4.899
H -6.158 -0.235 1.821
H -1.471 -4.949 -3.249
H 0.029 -3.001 -1.301
H 0.306 -4.491 1.022
H -3.233 -0.429 -2.161
H 1.644 -3.245 -1.979
H -3.907 -4.560 -3.025
H -2.784 2.105 0.893
*
```

The energy is -5422.28069 Eh. Its relative energy (zero: lowest compared OMol25 entry of this formula, charge and spin) is 12.7 kcal/mol. Its expectation value of S² is 6.01. As for the HOMO-LUMO gap (spin up / spin down): 4.6630 / 4.7506 eV.

These are the Löwdin partial charges, in e, on atoms 1 to 5: 0.62 0.87 0.59 1.07 0.10

Record 4
Here is a molecular structure, C39H38FMnN2O3STe from OMol25. Energies are from wB97M-V/def2-TZVPD.

The geometry in ORCA input format:
```
! RIJCOSX wB97M-V def2-TZVPD def2/J DEFGRID3
* xyz 0 5
Te 1.803 3.223 3.046
Mn 0.449 2.088 0.091
S 4.791 2.490 -1.141
F -3.807 -0.324 -4.666
O -0.426 0.566 -1.150
O 0.507 0.641 1.499
O 0.524 -1.379 2.430
N -2.306 -2.880 -0.040
N 2.409 1.683 -0.635
C -0.824 -1.074 0.524
C 1.156 6.451 -0.338
C -2.446 -0.380 -2.756
C 0.917 1.871 4.425
C -3.521 3.667 -0.357
C -1.913 2.785 1.721
C 3.170 5.261 -0.838
C -1.427 -2.277 0.769
C 0.476 5.253 -0.148
C 2.676 -0.772 -0.751
C 2.503 6.462 -0.681
C 0.123 -0.574 1.596
C 1.667 -3.409 -1.574
C -2.082 -1.036 -1.574
C 3.536 -1.840 -0.950
C -1.053 -0.430 -0.725
C 3.162 0.530 -0.809
C 3.120 2.765 -0.792
C -4.485 -4.009 -1.591
C -4.024 3.638 0.938
C 3.007 -3.270 -0.837
C -2.707 -2.235 -1.211
C 0.660 4.922 3.628
C -2.215 3.265 -0.606
C -1.392 2.823 0.430
C 4.508 0.775 -1.084
C -4.279 -4.299 -0.114
C 2.795 -3.592 0.650
C 4.892 -1.570 -1.201
C -3.739 -2.767 -2.009
C 1.115 4.023 -0.299
C -3.429 -0.930 -3.526
C 2.478 4.067 -0.651
C -3.218 3.195 1.977
C -2.494 -4.758 1.608
C -2.792 -4.257 0.209
C 5.388 -0.282 -1.277
C 3.980 -4.289 -1.438
C -4.085 -2.101 -3.164
H 1.259 2.068 5.437
H 1.754 -3.105 -2.619
H 3.527 -5.281 -1.413
H 3.741 -3.547 1.194
H 6.435 -0.108 -1.486
H 1.627 -0.922 -0.553
H 5.581 -2.388 -1.357
H -5.544 -3.885 -1.822
H -1.957 0.545 -3.025
H -0.166 1.961 4.365
H 0.736 5.655 2.828
H -4.884 -2.470 -3.795
H -0.570 5.285 0.127
H -4.675 -5.282 0.142
H 1.343 -4.453 -1.547
H 4.220 -4.052 -2.476
H 1.196 0.869 4.106
H 4.222 5.255 -1.103
H -4.148 4.010 -1.172
H -4.797 -3.562 0.506
H -1.834 3.306 -1.622
H -3.607 3.163 2.988
H -2.271 -4.899 -0.511
H 2.389 -4.601 0.760
H 4.912 -4.347 -0.873
H -1.297 2.424 2.536
H -0.381 4.621 3.732
H 0.627 7.389 -0.215
H -2.877 -5.775 1.686
H -2.990 -4.151 2.367
H 2.103 -2.888 1.116
H -5.040 3.956 1.134
H -1.153 -2.782 1.683
H -4.135 -4.863 -2.180
H 1.027 5.349 4.557
H -1.429 -4.794 1.828
H 0.883 -2.812 -1.108
H 3.025 7.399 -0.824
*
```

The energy is -3761.34318 Eh. Its relative energy (zero: lowest compared OMol25 entry of this formula, charge and spin) is 0.0 kcal/mol. Its expectation value of S² is 6.14. As for the HOMO-LUMO gap (spin up / spin down): 6.9116 / 6.9959 eV.

These are the Löwdin partial charges, in e, on atoms 1 to 5: 1.23 0.84 1.14 0.07 -0.05

Record 5
Here is a molecular structure, C39H38FN6O4S2Y from OMol25. Energies are from wB97M-V/def2-TZVPD.

The geometry in ORCA input format:
```
! RIJCOSX wB97M-V def2-TZVPD def2/J DEFGRID3
* xyz -2 1
Y -0.484 -0.354 0.362
S 1.911 -0.814 2.411
S -1.944 1.871 0.504
F 0.493 1.634 1.910
O -4.054 -1.622 -1.653
O -0.386 -0.673 -1.952
O -0.153 -1.936 -3.801
O -2.507 -1.027 -0.176
N 2.727 -3.198 3.232
N 0.073 -2.834 -0.381
N -2.916 -0.709 2.857
N 1.493 1.154 -0.644
N -0.628 -2.182 3.185
N 0.506 -2.873 3.493
C -3.999 0.660 -1.052
C 4.974 0.173 -0.762
C 1.204 -5.108 -1.517
C 3.431 3.725 2.112
C 1.076 -4.992 -0.140
C -4.062 -0.076 2.659
C -1.432 -3.122 5.311
C 1.664 2.227 1.519
C 3.459 0.445 -3.794
C -0.159 -1.746 -2.587
C -3.421 1.794 -0.445
C 2.286 3.011 2.454
C -1.578 -2.319 4.042
C 1.970 1.180 -1.999
C -3.971 -1.924 4.620
C -5.852 2.023 -1.863
C 3.874 3.638 0.797
C -3.474 -0.773 -0.979
C 3.237 2.830 -0.128
C 3.242 -1.636 -0.866
C -1.090 2.451 -2.987
C -2.865 -1.636 3.814
C 3.965 -0.564 -1.650
C 2.837 1.254 -4.719
C -5.215 -0.303 3.403
C 1.818 2.065 -4.273
C 3.068 0.385 -2.455
C 0.729 -4.083 -2.311
C 0.273 3.110 -2.737
C 0.480 -3.856 0.379
C -4.103 3.023 -0.565
C 1.629 -2.363 3.073
C -5.160 -1.246 4.412
C -5.295 3.143 -1.251
C 2.114 2.013 0.197
C 0.199 -2.951 -1.707
C 1.391 2.078 -2.946
C -5.198 0.811 -1.755
C 0.264 3.941 -1.454
H -6.789 2.098 -2.404
H -1.134 2.028 -3.995
H 2.630 -1.194 -0.093
H 4.552 -1.095 -2.404
H 1.330 2.732 -4.977
H -1.588 -2.482 6.185
H 4.736 4.219 0.483
H 0.331 -3.761 1.445
H 2.614 -2.214 -1.534
H -1.900 3.177 -2.867
H 3.600 2.798 -1.147
H -4.068 0.671 1.878
H -2.161 -3.936 5.348
H 0.425 3.833 -3.544
H -3.651 3.885 -0.089
H -6.116 0.255 3.186
H -3.904 -2.673 5.395
H 0.778 -4.097 -3.390
H 3.148 1.257 -5.757
H 2.615 -3.906 3.942
H 3.955 -2.312 -0.384
H -5.603 -0.080 -2.215
H -0.145 3.383 -0.621
H 1.674 -5.982 -1.954
H 5.494 0.953 -1.328
H 1.855 3.066 3.447
H -1.247 1.635 -2.291
H 3.600 -2.698 3.245
H 3.950 4.327 2.848
H -6.023 -1.446 5.037
H 4.481 0.636 0.093
H 1.448 -5.756 0.531
H -0.373 4.819 -1.610
H -5.787 4.107 -1.311
H 1.262 4.291 -1.193
H 4.284 -0.181 -4.118
H -0.435 -3.544 5.353
H 5.721 -0.535 -0.387
*
```

The energy is -3073.32720 Eh. Its relative energy (zero: lowest compared OMol25 entry of this formula, charge and spin) is 34.9 kcal/mol. As for the HOMO-LUMO gap: 6.0165 eV.

These are the Löwdin partial charges, in e, on atoms 1 to 5: 1.35 0.62 0.62 -0.15 0.01